1.
# C59H67I2N11O4

A molecular structure, C59H67I2N11O4 in a non-equilibrium geometry (ωB97M-V/def2-TZVPD, the Open Molecules 2025 dataset).

Values from the calculation:
E_tot	-3786.970035	Eh
LUMO	-1.68	eV
HOMO	-8.09	eV

The geometry in XYZ format:
```
143
Properties=species:S:1:pos:R:3:mulliken_charge:R:1
C 7.510 2.202 0.921 -1.3323
C 6.285 2.935 0.344 0.1269
C 5.271 3.171 1.467 0.6661
O 5.414 2.600 2.522 -0.5286
O 4.265 4.057 1.234 -0.3118
C 3.178 3.765 2.139 -0.3463
C 1.915 4.560 1.755 -0.8458
C 0.630 3.809 2.052 0.5415
C 0.483 2.997 3.090 -0.4026
C -0.785 2.251 3.397 -0.1565
O -0.888 1.779 4.504 -0.5391
C -1.847 2.193 2.332 0.0753
C -1.711 3.074 1.251 0.3521
C -2.641 3.121 0.274 -0.6658
C -3.751 2.313 0.303 -0.6981
C -3.902 1.416 1.321 0.2198
I -5.621 0.171 1.358 0.1729
C -2.936 1.355 2.342 -0.1099
I -3.197 -0.048 3.903 0.1345
C -0.531 4.012 1.131 0.2334
O -0.520 4.888 0.296 -0.6248
H 7.884 2.679 1.829 0.3118
H 8.333 2.197 0.201 0.4336
H 7.276 1.162 1.157 0.1854
H 6.641 3.901 -0.023 0.2023
H 5.866 2.298 -0.437 0.1760
H 3.421 3.997 3.177 -0.1290
H 2.934 2.702 2.060 0.4022
H 1.864 5.444 2.403 0.3341
H 1.938 4.912 0.723 0.4311
H 1.308 2.867 3.786 0.6073
H -2.565 3.807 -0.561 0.4852
H -4.532 2.350 -0.447 0.5060
N -6.826 -1.846 -1.975 0.1508
C -6.600 -3.025 -2.629 -0.5704
C -7.797 -3.470 -3.127 -0.1579
C -8.784 -2.518 -2.761 -0.6718
C -8.154 -1.528 -2.054 -0.3711
H -6.124 -1.296 -1.508 0.0671
H -5.610 -3.445 -2.682 0.3676
H -7.949 -4.376 -3.690 0.4526
H -9.836 -2.556 -2.991 0.4063
H -8.535 -0.630 -1.601 0.2467
N 4.697 5.957 -3.806 0.0136
C 4.523 4.658 -4.195 -0.4210
C 4.478 3.883 -3.066 -0.9663
C 4.625 4.751 -1.950 0.6443
C 4.755 6.022 -2.440 -1.3351
H 4.771 6.741 -4.426 0.1848
H 4.448 4.397 -5.237 0.4247
H 4.353 2.813 -3.042 0.3975
H 4.634 4.473 -0.911 0.6366
H 4.885 6.966 -1.937 0.4911
N -10.078 1.665 -1.710 -0.0120
C -9.782 2.885 -1.165 -0.5154
C -9.616 3.776 -2.190 -0.4374
C -9.824 3.067 -3.404 -0.3928
C -10.110 1.769 -3.075 -0.4692
H -10.246 0.825 -1.189 0.2649
H -9.716 3.010 -0.098 0.4009
H -9.373 4.820 -2.083 0.4041
H -9.771 3.465 -4.404 0.4061
H -10.331 0.913 -3.690 0.3753
N 4.806 3.461 5.788 0.0535
C 5.195 2.449 6.622 -0.4223
C 4.550 2.617 7.818 -0.4893
C 3.735 3.774 7.700 -0.5633
C 3.912 4.271 6.437 -0.4019
H 5.126 3.589 4.843 0.2001
H 5.895 1.700 6.293 0.4004
H 4.650 1.981 8.682 0.4039
H 3.092 4.193 8.457 0.4215
H 3.483 5.127 5.945 0.3975
N 4.951 -0.344 2.619 0.0889
C 5.395 -1.412 1.897 -0.8229
C 4.311 -2.158 1.525 -0.0289
C 3.157 -1.511 2.044 -0.6592
C 3.587 -0.390 2.712 -0.6987
H 5.538 0.368 3.017 0.2500
H 6.446 -1.552 1.709 0.3979
H 4.346 -3.066 0.946 0.4425
H 2.132 -1.828 1.938 0.4427
H 3.042 0.373 3.243 0.5997
N 3.403 -4.713 -1.369 0.0195
C 3.836 -5.079 -2.613 -0.5181
C 4.541 -6.246 -2.489 -0.4218
C 4.526 -6.604 -1.113 -0.4578
C 3.814 -5.640 -0.449 -0.4601
H 2.866 -3.891 -1.164 0.2089
H 3.609 -4.478 -3.477 0.3842
H 5.014 -6.783 -3.295 0.3979
H 4.986 -7.468 -0.662 0.4193
H 3.569 -5.532 0.594 0.4388
N -4.429 -5.391 -4.168 0.1207
C -3.463 -6.008 -4.918 -0.9168
C -2.769 -6.857 -4.097 -0.0149
C -3.342 -6.751 -2.801 -0.2927
C -4.362 -5.843 -2.877 -0.6187
H -5.086 -4.713 -4.511 0.1826
H -3.355 -5.789 -5.966 0.3767
H -1.945 -7.486 -4.389 0.4390
H -3.041 -7.283 -1.914 0.3922
H -5.045 -5.482 -2.127 0.3864
N 0.510 -9.843 -2.417 0.0053
C 0.737 -11.026 -3.064 -0.4636
C -0.458 -11.466 -3.570 -0.5295
C -1.443 -10.506 -3.216 -0.2201
C -0.812 -9.518 -2.508 -0.5058
H 1.206 -9.294 -1.945 0.1809
H 1.725 -11.452 -3.108 0.3791
H -0.609 -12.374 -4.131 0.3879
H -2.494 -10.537 -3.455 0.4205
H -1.188 -8.613 -2.062 0.3276
N 8.180 6.456 0.044 0.0431
C 8.210 7.189 -1.110 -0.2621
C 9.519 7.345 -1.477 -0.5592
C 10.312 6.673 -0.508 -0.4492
C 9.458 6.134 0.416 -0.4407
H 7.348 6.196 0.541 0.2208
H 7.299 7.536 -1.567 0.2717
H 9.870 7.879 -2.344 0.4034
H 11.386 6.596 -0.491 0.4110
H 9.647 5.552 1.302 0.3850
N -1.726 0.975 -3.289 0.0437
C -2.700 0.738 -2.360 -0.9967
C -3.690 0.011 -2.966 0.4614
C -3.295 -0.203 -4.313 -0.8557
C -2.079 0.401 -4.481 -0.4390
H -0.881 1.491 -3.123 0.1888
H -2.605 1.105 -1.353 0.4660
H -4.597 -0.331 -2.498 0.3122
H -3.842 -0.740 -5.071 0.4129
H -1.436 0.473 -5.342 0.4030
N -6.577 -1.737 4.984 0.0958
C -6.437 -2.755 5.889 -0.5150
C -7.124 -2.407 7.021 -0.3701
C -7.704 -1.131 6.789 -0.4557
C -7.351 -0.747 5.523 -0.3893
H -6.172 -1.720 4.065 0.1273
H -5.863 -3.634 5.649 0.3728
H -7.202 -3.001 7.917 0.3938
H -8.312 -0.562 7.473 0.3868
H -7.581 0.143 4.962 0.3520
```

2.
# C4H10N3

2 unconnected molecules or ions with the total composition C4H10N3 in a non-equilibrium geometry (ωB97M-V/def2-TZVPD, the Open Molecules 2025 dataset).

Values from the calculation:
E_tot	-322.237600	Eh
charge	+1
energy above the lowest of the compared OMol25 structures with the same formula, charge and spin	585.4	kJ/mol
LUMO	-4.18	eV
HOMO	-13.73	eV

The geometry in XYZ format:
```
17
Properties=species:S:1:pos:R:3:nbo_charge:R:1
C -0.192 -0.323 -0.290 0.3827
C -2.196 0.322 0.332 -0.0626
C 1.020 -1.218 -0.444 -0.4688
C 2.294 -0.680 0.362 -0.6889
N -1.366 -0.741 0.073 -0.4619
N -0.135 1.010 -0.576 -0.4796
N -1.428 1.579 -0.202 -0.3754
H -3.241 0.263 -0.134 0.2373
H -2.244 0.426 1.361 0.2101
H 1.206 0.813 -0.132 0.4895
H 1.411 -1.563 -1.448 0.2722
H 0.588 -2.188 -0.056 0.2861
H 2.642 0.307 0.517 0.2496
H 2.003 -1.033 1.356 0.2566
H 3.030 -1.224 -0.269 0.2769
H -2.053 1.914 -0.910 0.4390
H -1.339 2.336 0.462 0.4371
```

3.
# C5H7F2I

2 unconnected molecules or ions with the total composition C5H7F2I in a non-equilibrium geometry (ωB97M-V/def2-TZVPD, the Open Molecules 2025 dataset).

Values from the calculation:
E_tot	-691.935548	Eh
energy above the lowest of the compared OMol25 structures with the same formula, charge and spin	173.6	kJ/mol
LUMO	0.16	eV
HOMO	-9.05	eV

The geometry in XYZ format:
```
15
Properties=species:S:1:pos:R:3:nbo_charge:R:1
C 0.990 0.183 -0.761 -0.2816
C 0.651 -0.664 0.187 0.0962
C 2.446 0.578 -1.179 -0.6315
C 0.114 -1.584 0.975 -0.5041
C -2.859 1.276 1.292 0.5689
F -1.503 1.114 1.248 -0.3895
F -3.109 2.249 0.409 -0.3563
I -3.220 -1.019 0.084 0.0253
H 0.122 0.664 -1.213 0.2247
H 2.294 1.424 -1.846 0.2281
H 2.864 -0.249 -1.643 0.2191
H 3.097 0.583 -0.257 0.2306
H 0.020 -2.594 0.937 0.2228
H -1.652 -0.815 -0.135 0.1260
H -0.254 -1.147 1.902 0.2214
```

4.
# C36H65Cl30IO3

16 unconnected molecules or ions with the total composition C36H65Cl30IO3 in a non-equilibrium geometry (ωB97M-V/def2-TZVPD, the Open Molecules 2025 dataset).

Values from the calculation:
E_tot	-15739.908925	Eh
LUMO	-0.61	eV
HOMO	-9.66	eV

The geometry in XYZ format:
```
135
Properties=species:S:1:pos:R:3:mulliken_charge:R:1
C -2.156 -2.249 -3.990 -0.9875
C -0.654 -2.506 -4.339 0.1407
C -0.257 -1.299 -5.070 0.7636
C -0.037 -0.107 -4.541 -0.3361
I 0.149 0.355 -2.524 0.1408
C -0.120 0.852 -5.665 0.5173
O -0.580 1.930 -5.531 -0.4914
O -0.187 0.226 -6.904 -0.3221
C -0.063 -1.094 -6.525 0.1062
O 0.521 -1.876 -7.172 -0.4641
H -2.689 -3.185 -3.991 0.0738
H -2.236 -1.751 -3.038 0.3328
H -2.637 -1.603 -4.710 0.4286
H -0.664 -3.390 -4.944 -0.2996
H -0.129 -2.656 -3.413 0.3865
Cl -2.572 -3.756 -1.233 -0.1473
C -3.513 -5.159 -0.660 -0.4921
C -3.736 -6.168 -1.754 0.1636
Cl -4.828 -5.551 -3.023 -0.2010
H -4.452 -4.791 -0.255 0.3404
H -2.946 -5.617 0.149 0.3173
H -4.200 -7.059 -1.339 -0.2912
H -2.801 -6.455 -2.228 0.3078
Cl -1.946 -5.618 -5.783 -0.1319
C -1.047 -5.255 -7.282 -0.4685
C -0.506 -6.500 -7.934 -0.4048
Cl 0.793 -7.251 -6.972 -0.1934
H -0.251 -4.555 -7.038 0.2397
H -1.743 -4.760 -7.957 0.3352
H -0.079 -6.249 -8.903 0.3231
H -1.286 -7.242 -8.083 0.3253
Cl -1.178 5.303 -0.245 -0.2201
C -0.354 5.544 -1.808 0.3363
C 0.075 4.244 -2.428 -0.4699
Cl 1.387 3.469 -1.492 -0.2533
H 0.496 6.200 -1.640 -0.1606
H -1.059 6.059 -2.459 0.0746
H 0.461 4.426 -3.429 0.2488
H -0.749 3.538 -2.503 0.4039
Cl -5.148 -8.680 0.613 -0.2294
C -5.313 -10.346 -0.009 0.2214
C -4.149 -10.743 -0.874 -0.4880
Cl -4.115 -9.841 -2.413 -0.1906
H -6.253 -10.410 -0.549 0.3517
H -5.369 -11.003 0.854 -0.3374
H -4.226 -11.799 -1.126 0.3162
H -3.202 -10.580 -0.367 0.3374
Cl -4.787 -13.315 1.563 -0.2223
C -5.091 -13.057 3.304 -0.0295
C -6.519 -13.360 3.674 -0.3506
Cl -7.651 -12.173 2.973 -0.1978
H -4.826 -12.030 3.544 0.3481
H -4.418 -13.719 3.843 -0.0757
H -6.642 -13.315 4.752 0.2064
H -6.815 -14.350 3.338 0.3664
Cl 3.400 6.826 -1.055 -0.2068
C 3.689 5.097 -0.714 0.0990
C 4.583 4.910 0.480 -0.6202
Cl 6.249 5.462 0.159 -0.2283
H 4.110 4.643 -1.608 -0.0539
H 2.720 4.641 -0.522 0.0780
H 4.642 3.854 0.738 0.3304
H 4.213 5.453 1.345 0.5318
Cl -2.843 7.825 -2.753 -0.2049
C -2.307 9.087 -1.615 -0.3536
C -1.168 9.894 -2.171 -0.3501
Cl 0.304 8.906 -2.317 -0.0963
H -2.035 8.594 -0.687 0.1168
H -3.161 9.733 -1.420 0.3684
H -0.943 10.719 -1.500 0.2085
H -1.401 10.301 -3.152 0.3849
Cl 6.694 11.514 0.768 -0.2021
C 6.731 9.757 0.464 -0.3928
C 6.230 8.964 1.641 0.3460
Cl 7.336 9.053 3.038 -0.2128
H 7.750 9.483 0.206 0.3594
H 6.093 9.570 -0.398 0.2404
H 6.152 7.915 1.364 -0.2035
H 5.252 9.310 1.965 0.0750
Cl -1.033 9.639 1.171 -0.1582
C -0.472 10.874 2.335 -0.1997
C 0.676 11.679 1.793 -0.1154
Cl 2.163 10.705 1.627 -0.1352
H -0.202 10.367 3.258 0.3571
H -1.315 11.535 2.541 -0.0719
H 0.903 12.494 2.475 -0.1000
H 0.444 12.102 0.819 0.3227
Cl 0.233 12.353 6.152 -0.1944
C -1.366 13.092 6.445 -0.3084
C -2.369 12.703 5.393 -0.4728
Cl -1.982 13.412 3.802 -0.1453
H -1.233 14.168 6.491 0.1385
H -1.703 12.744 7.419 0.3633
H -3.355 13.069 5.672 0.3622
H -2.426 11.624 5.273 0.3156
Cl 0.765 15.436 2.230 -0.1701
C 1.853 15.868 3.575 -0.5677
C 1.308 15.427 4.908 0.0826
Cl -0.138 16.364 5.375 -0.2033
H 2.014 16.942 3.546 0.3928
H 2.803 15.372 3.383 0.3040
H 2.055 15.593 5.682 0.3608
H 1.045 14.369 4.904 -0.1865
Cl -2.339 -15.964 4.738 -0.1376
C -2.622 -15.751 6.484 -0.5989
C -4.044 -16.069 6.862 -0.4460
Cl -5.186 -14.873 6.196 -0.1714
H -2.357 -14.730 6.744 0.3495
H -1.944 -16.425 7.003 0.3544
H -4.151 -16.047 7.945 0.3219
H -4.343 -17.051 6.507 0.2909
Cl 7.305 1.485 0.889 -0.1805
C 8.637 2.657 1.066 -0.3610
C 9.936 1.989 1.432 -0.4690
Cl 9.907 1.312 3.080 -0.1920
H 8.342 3.391 1.810 0.3100
H 8.740 3.163 0.109 0.2460
H 10.743 2.719 1.403 0.3211
H 10.177 1.184 0.743 0.3284
Cl 4.725 -0.308 -3.349 -0.1964
C 3.740 1.110 -3.789 0.2847
C 4.519 2.397 -3.704 -0.6108
Cl 4.936 2.825 -2.023 -0.1267
H 2.872 1.130 -3.137 -0.3102
H 3.399 0.953 -4.812 0.2948
H 3.919 3.214 -4.101 0.2927
H 5.443 2.341 -4.273 0.4202
Cl -3.530 -19.016 3.395 -0.1680
C -2.681 -18.572 1.894 -0.4174
C -2.118 -19.773 1.182 -0.4286
Cl -0.775 -20.521 2.083 -0.1831
H -1.901 -17.858 2.149 0.2842
H -3.408 -18.073 1.255 0.2952
H -1.722 -19.472 0.214 0.2990
H -2.879 -20.532 1.022 0.3232
```

5.
# C47H55BrN2NiOPSbSi3

A molecular structure, C47H55BrN2NiOPSbSi3 (ωB97M-V/def2-TZVPD, the Open Molecules 2025 dataset).

Values from the calculation:
E_tot	-7541.230095	Eh
energy above the lowest of the compared OMol25 structures with the same formula, charge and spin	53.2	kJ/mol
LUMO (alpha / beta)	-0.02 / -0.01	eV
HOMO (alpha / beta)	-6.89 / -6.77	eV

The geometry in XYZ format:
```
112
Properties=species:S:1:pos:R:3:mulliken_charge:R:1
Ni -0.299 -1.107 -1.145 0.2228
C 0.951 -4.109 4.615 -0.7428
C 0.735 -4.573 3.327 -0.6897
C 0.384 -3.684 2.320 -0.7816
C 0.241 -2.324 2.583 1.5135
C 0.469 -1.870 3.882 -0.5610
C 0.817 -2.754 4.890 -0.8566
P -0.301 -1.221 1.223 2.3322
C 0.600 0.313 1.617 -0.3140
C 1.909 0.237 1.915 -0.0120
C 2.746 1.428 1.892 -1.6713
C 2.187 2.642 1.861 -1.2641
C 0.700 2.797 1.905 1.9005
C 0.004 1.621 1.216 -1.9359
C -2.067 -0.955 1.579 -0.2524
C -2.656 -1.019 2.815 -0.1681
C -4.055 -0.887 2.942 -0.9960
C -4.835 -0.731 1.830 -0.9535
C -4.263 -0.691 0.535 1.4595
C -5.055 -0.568 -0.632 -1.1240
C -4.452 -0.537 -1.858 -1.0720
C -3.046 -0.622 -1.973 -0.3966
C -2.218 -0.755 -0.880 0.4593
C -2.855 -0.787 0.400 0.2811
H 1.229 -4.799 5.402 0.3799
H 0.849 -5.626 3.101 0.4549
H 0.240 -4.056 1.311 0.2698
H 0.374 -0.814 4.104 0.3913
H 0.986 -2.383 5.893 0.4638
H 2.379 -0.720 2.109 0.5500
H 3.823 1.310 1.912 0.4784
H 2.811 3.529 1.886 0.6520
H 0.423 3.730 1.403 -0.0068
H -1.069 1.634 1.414 -0.1774
H -2.058 -1.182 3.703 0.4884
H -4.507 -0.925 3.925 0.4255
H -5.912 -0.648 1.926 0.4151
H -6.133 -0.502 -0.536 0.3563
H -5.055 -0.446 -2.754 0.3897
H -2.618 -0.600 -2.972 0.1307
Br 0.046 -0.200 -4.139 0.0330
C 1.920 -0.431 -3.834 0.1813
C 2.712 0.006 -4.858 -0.6355
C 4.106 -0.180 -4.800 -0.8335
C 4.645 -0.835 -3.735 -0.9339
C 3.832 -1.308 -2.675 1.6983
C 4.434 -2.027 -1.617 -1.0736
C 3.657 -2.532 -0.619 -1.1762
C 2.272 -2.267 -0.608 0.6879
C 1.612 -1.512 -1.560 -0.8028
C 2.422 -1.078 -2.663 0.6762
H 2.262 0.474 -5.723 0.4855
H 4.728 0.174 -5.612 0.4086
H 5.711 -1.020 -3.683 0.3694
H 5.506 -2.184 -1.636 0.3702
H 4.099 -3.114 0.181 0.4760
H 1.711 -2.680 0.221 0.1651
N -1.913 -7.997 -2.094 -0.2906
C -1.300 -7.162 -2.972 0.2039
O -0.868 -7.547 -4.038 -0.6232
C -1.170 -5.718 -2.558 1.1437
C -1.508 -5.222 -1.305 -0.8904
C -1.336 -3.874 -1.053 -0.9042
N -0.847 -3.017 -1.948 0.4925
C -0.537 -3.491 -3.155 -0.2684
C -0.681 -4.824 -3.498 -0.8939
H -2.044 -8.952 -2.381 0.2463
H -2.375 -7.673 -1.267 0.1494
H -1.896 -5.845 -0.511 0.2476
H -1.624 -3.446 -0.099 0.4974
H -0.146 -2.777 -3.866 0.3028
H -0.411 -5.179 -4.482 0.5161
C 0.162 4.917 4.021 -1.2925
Si 0.146 3.063 3.727 0.2515
C 1.315 2.247 4.944 -1.0610
C -1.596 2.415 3.976 -0.8304
Sb 0.048 1.587 -1.008 -1.4285
Si -1.893 3.261 -1.207 0.7145
C -2.312 3.477 -3.023 -1.1884
C -1.496 4.937 -0.452 -0.8379
C -3.373 2.599 -0.273 -0.4587
Si 2.072 3.050 -1.678 1.2909
C 1.816 3.364 -3.514 -1.0529
C 2.209 4.756 -0.895 -1.3620
C 3.672 2.109 -1.389 -0.6840
H -0.068 5.154 5.063 0.3456
H -0.577 5.420 3.394 0.3023
H 1.141 5.347 3.794 0.3537
H 0.905 2.308 5.955 0.4357
H 2.288 2.741 4.945 0.3318
H 1.485 1.196 4.703 0.2521
H -1.861 2.443 5.036 0.5223
H -1.705 1.385 3.631 0.0799
H -2.330 3.020 3.437 0.2380
H -1.528 4.021 -3.553 0.3361
H -3.245 4.036 -3.137 0.4324
H -2.437 2.508 -3.511 0.2580
H -0.620 5.417 -0.888 0.2360
H -1.348 4.869 0.627 0.0285
H -2.357 5.592 -0.623 0.4889
H -3.789 1.711 -0.750 -0.0642
H -4.146 3.373 -0.250 0.6470
H -3.133 2.340 0.761 -0.0182
H 0.902 3.933 -3.695 0.2409
H 1.751 2.436 -4.082 0.1096
H 2.656 3.945 -3.908 0.4259
H 1.438 5.434 -1.262 0.3738
H 3.177 5.162 -1.206 0.4814
H 2.181 4.758 0.194 0.2342
H 3.501 1.050 -1.195 -0.1317
H 4.210 2.522 -0.534 0.4599
H 4.311 2.187 -2.273 0.4760
```